(1)
# C19H31CoN4O10P2S

A structure of composition C19H31CoN4O10P2S (ωB97M-V with the def2-TZVPD basis set, the Open Molecules 2025 dataset).

The geometry in XYZ format:
```
68
Properties=species:S:1:pos:R:3
Co 1.49 -0.47 0.46
C -0.89 -3.98 0.23
C 0.61 -4.16 0.45
O 0.91 -5.54 0.48
P 1.05 -3.37 2.03
O 2.35 -4.16 2.49
O 0.00 -3.76 3.15
O 1.20 -1.89 1.94
P 1.58 -3.31 -0.87
O 0.98 -3.91 -2.23
O 3.01 -3.69 -0.68
O 1.16 -1.86 -0.85
H -1.44 -4.60 0.94
H -1.14 -4.31 -0.78
H -1.18 -2.94 0.35
H 1.88 -5.63 0.43
H 2.61 -4.00 3.40
H -0.67 -3.07 3.27
H 1.58 -4.58 -2.59
N 3.48 -1.12 0.63
N 4.22 0.04 0.91
C 3.50 1.02 1.61
O 4.11 1.91 2.18
O 2.20 0.92 1.51
H 3.46 -1.75 1.42
H 3.82 -1.64 -0.18
H 5.16 -0.11 1.27
C 2.65 1.37 -5.27
C 1.62 2.02 -4.36
N 1.92 1.85 -2.94
C 2.99 2.68 -2.40
C 4.28 1.93 -2.12
C 1.31 0.92 -2.17
C 0.27 0.03 -2.78
N 1.54 0.86 -0.90
H 2.34 1.45 -6.32
H 2.76 0.31 -5.03
H 3.62 1.84 -5.17
H 0.63 1.62 -4.57
H 1.56 3.09 -4.56
H 2.64 3.20 -1.50
H 3.17 3.47 -3.14
H 4.13 1.10 -1.42
H 5.01 2.60 -1.67
H 4.71 1.52 -3.04
H -0.57 0.65 -3.11
H -0.08 -0.67 -2.04
H 0.65 -0.51 -3.64
H 2.12 1.61 -0.52
C -8.02 3.95 4.16
C -6.73 3.29 3.76
O -5.65 3.61 4.17
S -6.99 1.96 2.58
C -5.32 1.51 2.18
C -4.47 0.99 3.14
C -3.18 0.63 2.80
C -2.72 0.76 1.49
C -3.59 1.28 0.53
C -4.88 1.66 0.87
C -1.38 0.37 1.14
C -0.26 0.03 0.84
H -7.92 4.34 5.17
H -8.87 3.27 4.09
H -8.20 4.78 3.48
H -4.82 0.88 4.16
H -2.51 0.24 3.55
H -3.24 1.39 -0.49
H -5.54 2.07 0.12
```

As for the energy above the lowest of the compared OMol25 structures with the same formula, charge and spin: 14.8 kcal per mole. The value obtained for the LUMO energy is 0.212 eV. Its orbital gap is 8.214 eV. The HOMO energy is -8.0 eV.

(2)
# C23H30F5N4O17

A cluster of 6 separate species, C23H30F5N4O17 in total (ωB97M-V with the def2-TZVPD basis set, the Open Molecules 2025 dataset).

The geometry in XYZ format:
```
79
Properties=species:S:1:pos:R:3
C 1.28 0.61 6.40
C 1.52 -0.41 5.33
O 2.18 -1.40 5.44
O 0.88 -0.09 4.16
C 1.70 -0.17 2.99
C 0.90 0.36 1.81
C 1.68 0.16 0.50
C 1.57 1.39 -0.43
C 2.32 2.54 0.12
N 1.78 3.58 0.75
C 2.79 4.35 1.14
N 2.69 5.50 1.82
N 3.96 3.81 0.75
N 3.65 2.64 0.13
H 1.72 1.56 6.11
H 0.21 0.75 6.57
H 1.75 0.27 7.33
H 2.61 0.43 3.15
H 1.99 -1.21 2.81
H 0.66 1.41 1.97
H -0.03 -0.21 1.76
H 1.34 -0.73 -0.03
H 2.74 0.02 0.75
H 0.53 1.71 -0.47
H 1.90 1.16 -1.44
H 3.31 5.75 2.57
H 1.89 6.08 1.64
H 4.91 4.14 0.89
H 4.34 2.01 -0.24
C -1.79 3.56 2.57
C -1.65 4.30 1.25
O -2.10 5.60 1.57
C -1.87 5.80 2.91
O -1.89 6.86 3.43
O -1.59 4.63 3.51
F -2.42 3.77 0.28
H -2.79 3.15 2.68
H -1.06 2.78 2.74
H -0.62 4.36 0.89
C 0.11 -5.48 -0.53
C 1.53 -4.95 -0.59
O 1.33 -3.55 -0.54
C 0.15 -3.31 0.09
O -0.20 -2.24 0.48
O -0.56 -4.44 0.21
F 2.16 -5.27 -1.74
H -0.32 -5.54 -1.53
H 0.01 -6.43 -0.02
H 2.17 -5.25 0.25
C -4.45 -2.13 1.73
C -3.55 -2.11 0.51
O -3.07 -0.78 0.51
C -3.09 -0.32 1.78
O -2.54 0.66 2.16
O -3.82 -1.14 2.56
F -4.23 -2.33 -0.65
H -5.46 -1.80 1.47
H -4.49 -3.08 2.24
H -2.70 -2.79 0.56
C -1.18 2.12 -5.09
C -1.08 2.47 -3.62
O 0.09 1.77 -3.23
C 0.88 1.62 -4.32
O 2.02 1.28 -4.27
O 0.20 1.92 -5.44
F -2.13 2.02 -2.90
H -1.73 1.20 -5.22
H -1.61 2.91 -5.71
H -0.94 3.54 -3.41
C -0.39 -4.08 -5.68
C 0.00 -4.73 -4.37
O -0.76 -5.91 -4.38
C -1.02 -6.25 -5.68
O -1.44 -7.30 -6.03
O -0.71 -5.21 -6.49
F -0.36 -3.99 -3.29
H -1.29 -3.47 -5.55
H 0.40 -3.50 -6.14
H 1.05 -4.98 -4.28
```

The total charge is +1. The value obtained for the LUMO energy is -2.934 eV. Its orbital gap is 9.476 eV. The HOMO energy is -12.4 eV.

(3)
# C52H39F9O11S2

A cluster of 4 separate species, C52H39F9O11S2 in total at a distorted geometry (ωB97M-V with the def2-TZVPD basis set, the Open Molecules 2025 dataset).

The geometry in XYZ format:
```
113
Properties=species:S:1:pos:R:3
C 6.26 3.93 6.03
C 5.30 4.03 4.74
O 5.64 5.25 4.02
C 4.48 5.89 3.53
O 3.64 5.28 2.86
C 4.15 7.43 3.84
C 3.05 7.53 5.03
C 1.74 8.32 4.61
O 0.60 7.46 4.35
S -0.84 8.10 4.94
O -0.91 9.59 4.73
O -2.13 7.51 3.98
C -2.59 6.27 4.62
C -3.83 6.50 5.60
C -5.18 6.92 4.89
F -5.69 8.00 5.69
F -4.99 7.54 3.63
C -6.35 5.86 4.92
F -7.51 6.48 4.41
F -6.64 5.60 6.27
S -6.09 4.23 4.07
F -4.94 4.78 3.04
F -7.27 4.63 2.95
F -7.31 3.57 5.02
F -5.01 3.66 5.19
F -5.99 2.76 3.31
H 5.61 4.14 6.95
H 6.74 2.92 6.15
H 7.01 4.78 5.94
H 4.21 4.01 5.06
H 5.50 3.10 4.11
H 3.84 7.99 2.91
H 5.15 7.89 4.17
H 3.56 8.15 5.84
H 2.85 6.51 5.50
H 1.52 9.08 5.43
H 1.98 8.92 3.66
H -2.71 5.41 3.89
H -1.72 5.96 5.31
H -3.51 7.38 6.28
H -3.94 5.63 6.33
C 2.76 2.47 2.62
C 2.89 1.61 1.53
C 1.83 0.80 1.15
C 0.63 0.83 1.86
C 0.50 1.68 2.97
C 1.56 2.50 3.34
C -0.75 1.69 3.76
O -0.86 2.43 4.72
C -1.85 0.79 3.37
C -3.02 0.75 4.14
C -4.07 -0.09 3.77
C -3.96 -0.88 2.63
C -2.80 -0.85 1.86
C -1.74 -0.02 2.24
C -0.50 -0.02 1.43
O -0.41 -0.71 0.43
H 3.58 3.10 2.92
H 3.83 1.58 0.98
H 1.94 0.14 0.30
H 1.47 3.17 4.19
H -3.10 1.36 5.03
H -4.97 -0.12 4.38
H -4.78 -1.53 2.34
H -2.73 -1.47 0.98
C -3.70 -2.56 -2.26
C -2.55 -1.92 -1.81
C -1.36 -2.62 -1.71
C -1.31 -3.97 -2.06
C -2.47 -4.62 -2.49
C -3.67 -3.91 -2.60
C -2.45 -6.07 -2.81
O -3.46 -6.63 -3.19
C -1.18 -6.82 -2.66
C -1.16 -8.19 -2.90
C 0.03 -8.90 -2.78
C 1.20 -8.24 -2.41
C 1.18 -6.87 -2.16
C -0.02 -6.16 -2.27
C -0.03 -4.71 -1.97
O 0.99 -4.13 -1.65
H -4.63 -2.01 -2.34
H -2.58 -0.87 -1.53
H -0.46 -2.12 -1.36
H -4.57 -4.40 -2.94
H -2.07 -8.71 -3.19
H 0.04 -9.97 -2.96
H 2.13 -8.79 -2.32
H 2.09 -6.37 -1.87
C 3.16 -4.10 -5.09
C 2.31 -5.12 -4.66
C 1.79 -6.02 -5.58
C 2.11 -5.91 -6.93
C 2.95 -4.88 -7.36
C 3.48 -3.98 -6.44
C 3.26 -4.72 -8.80
O 3.99 -3.82 -9.18
C 2.66 -5.66 -9.77
C 2.89 -5.49 -11.14
C 2.35 -6.37 -12.06
C 1.57 -7.44 -11.62
C 1.32 -7.62 -10.26
C 1.86 -6.72 -9.34
C 1.57 -6.89 -7.90
O 0.88 -7.82 -7.51
H 3.57 -3.40 -4.37
H 2.05 -5.20 -3.61
H 1.13 -6.81 -5.24
H 4.14 -3.19 -6.77
H 3.50 -4.66 -11.49
H 2.53 -6.23 -13.12
H 1.15 -8.14 -12.34
H 0.71 -8.45 -9.92
```

The value obtained for the LUMO energy is -1.181 eV. Its orbital gap is 8.440 eV. The HOMO energy is -9.6 eV.

(4)
# C39H36BIrN7OPS

A structure of composition C39H36BIrN7OPS (ωB97M-V with the def2-TZVPD basis set, the Open Molecules 2025 dataset).

The geometry in XYZ format:
```
87
Properties=species:S:1:pos:R:3
Ir -0.97 -1.03 -0.88
C -4.75 -1.50 -2.74
C -3.94 -0.91 -1.77
N -2.69 -1.35 -1.92
N -2.67 -2.22 -2.95
C -3.90 -2.32 -3.45
B -1.38 -3.01 -3.27
N -0.97 -3.72 -1.93
C -0.72 -5.00 -1.67
C -0.33 -5.13 -0.35
C -0.35 -3.84 0.15
N -0.75 -3.00 -0.81
N -0.25 -2.02 -3.61
C 0.60 -1.96 -4.64
C 1.54 -0.99 -4.37
C 1.20 -0.50 -3.11
N 0.12 -1.13 -2.67
H -5.80 -1.35 -2.89
H -4.20 -0.22 -0.99
H -4.10 -2.98 -4.29
H -1.56 -3.81 -4.13
H -0.84 -5.75 -2.44
H -0.06 -6.03 0.17
H -0.12 -3.48 1.14
H 0.47 -2.61 -5.50
H 2.37 -0.69 -4.99
H 1.70 0.24 -2.50
N -3.64 -2.99 1.11
C -4.10 -1.92 1.83
C -5.35 -2.01 2.47
C -5.87 -0.95 3.16
C -5.18 0.27 3.26
C -3.96 0.38 2.64
C -3.41 -0.70 1.92
P -1.84 -0.46 1.14
C -0.42 -0.83 2.19
C -0.38 -1.10 3.53
C 0.84 -1.39 4.23
C 2.02 -1.27 3.59
C 2.09 -0.80 2.19
C 0.81 -0.84 1.43
C -1.52 1.26 0.66
C -0.89 2.20 1.48
C -0.41 3.38 0.93
C -0.49 3.61 -0.44
C -1.06 2.66 -1.27
C -1.59 1.49 -0.72
H -2.66 -3.06 0.86
H -4.10 -3.88 1.24
H -5.91 -2.94 2.40
H -6.84 -1.05 3.64
H -5.60 1.10 3.80
H -3.42 1.32 2.68
H -1.32 -1.11 4.08
H 0.79 -1.68 5.27
H 2.95 -1.42 4.10
H 2.90 -1.23 1.62
H 2.34 0.28 2.27
H -0.76 2.01 2.54
H 0.03 4.13 1.57
H -0.10 4.53 -0.85
H -1.13 2.84 -2.34
H -2.20 0.86 -1.38
O 0.82 -0.80 0.18
S 4.24 1.07 -0.90
C 4.05 2.67 -1.66
C 2.82 3.05 -2.19
C 2.68 4.29 -2.81
C 3.77 5.15 -2.89
C 5.00 4.77 -2.36
C 5.14 3.53 -1.75
C 4.11 1.52 0.82
C 4.98 0.92 1.72
C 4.86 1.16 3.08
C 3.89 2.04 3.56
C 3.04 2.66 2.65
C 3.13 2.40 1.29
H 1.97 2.38 -2.13
H 1.73 4.58 -3.24
H 3.67 6.11 -3.37
H 5.85 5.43 -2.43
H 6.10 3.22 -1.35
H 5.75 0.26 1.35
H 5.55 0.69 3.77
H 3.82 2.25 4.61
H 2.30 3.37 3.01
H 2.46 2.88 0.59
```

The total charge is +2. As for the energy above the lowest of the compared OMol25 structures with the same formula, charge and spin: 40.1 kcal per mole. The value obtained for the LUMO energy is -6.499 eV. Its orbital gap is 6.255 eV. The HOMO energy is -12.8 eV.

(5)
# CHN3O

The molecule CHN3O at a distorted geometry (ωB97M-V with the def2-TZVPD basis set, the Open Molecules 2025 dataset).

The geometry in XYZ format:
```
6
Properties=species:S:1:pos:R:3
C -0.71 0.14 0.03
N 0.16 1.05 -0.03
N 1.36 0.42 0.03
N 1.15 -0.81 -0.01
O -0.19 -1.06 -0.01
H -1.76 0.27 0.00
```

As for the energy above the lowest of the compared OMol25 structures with the same formula, charge and spin: 77.9 kcal per mole. The SMILES is c1nnno1. The value obtained for the LUMO energy is 0.641 eV. Its orbital gap is 12.499 eV. The HOMO energy is -11.9 eV.

(6)
# C3H7NOS2

The molecule C3H7NOS2 (ωB97M-V with the def2-TZVPD basis set, the Open Molecules 2025 dataset).

The geometry in XYZ format:
```
14
Properties=species:S:1:pos:R:3
C 2.67 -0.18 -0.04
S 1.14 -1.12 0.04
C -0.08 0.17 -0.01
S 0.27 1.81 0.01
N -1.34 -0.27 -0.05
C -1.82 -1.63 0.00
O -2.37 0.64 0.00
H 3.47 -0.92 -0.05
H 2.69 0.38 -0.96
H 2.77 0.47 0.84
H -2.77 -1.67 -0.56
H -1.99 -1.91 1.04
H -1.10 -2.32 -0.46
H -1.91 1.50 0.04
```

As for the energy above the lowest of the compared OMol25 structures with the same formula, charge and spin: 49.4 kcal per mole. The SMILES is CSC(=S)N(C)O. The value obtained for the LUMO energy is 0.618 eV. Its orbital gap is 9.255 eV. The HOMO energy is -8.6 eV.

(7)
# C3H10N2O

The molecule C3H10N2O at a distorted geometry (ωB97M-V with the def2-TZVPD basis set, the Open Molecules 2025 dataset).

The geometry in XYZ format:
```
16
Properties=species:S:1:pos:R:3
C -2.00 0.90 -0.04
N -0.66 0.77 0.48
N 0.00 -0.46 0.05
C 0.62 -0.38 -1.27
C 0.87 -0.88 1.10
O 2.11 -0.22 1.22
H -2.54 -0.02 0.20
H -2.05 1.06 -1.13
H -2.49 1.74 0.46
H -0.11 1.61 0.26
H 1.36 0.43 -1.34
H 1.10 -1.33 -1.48
H -0.16 -0.21 -2.01
H 1.01 -1.97 1.02
H 0.30 -0.59 2.01
H 2.66 -0.46 0.47
```

As for the energy above the lowest of the compared OMol25 structures with the same formula, charge and spin: 50.6 kcal per mole. The SMILES is CNN(C)CO. The value obtained for the LUMO energy is 0.865 eV. Its orbital gap is 10.004 eV. The HOMO energy is -9.1 eV.

(8)
# H3N2O2S

A cluster of 2 separate species, H3N2O2S in total at a distorted geometry (ωB97M-V with the def2-TZVPD basis set, the Open Molecules 2025 dataset).

The geometry in XYZ format:
```
8
Properties=species:S:1:pos:R:3
N -1.45 -0.26 0.00
N -1.18 1.06 -0.39
O 2.58 0.65 0.60
O 1.79 -1.55 0.00
S 1.71 -0.11 -0.38
H -1.36 -0.79 -0.85
H -0.73 -0.65 0.65
H -1.36 1.64 0.38
```

The total charge is -1. As for the energy above the lowest of the compared OMol25 structures with the same formula, charge and spin: 54.4 kcal per mole. The value obtained for the LUMO energy (spin up / spin down) is 4.305 / 4.027 eV. Its orbital gap (spin up / spin down) is 8.969 / 5.638 eV. The HOMO energy (spin up / spin down) is -4.7 / -1.6 eV.